Record 1
120
Properties=species:S:1:pos:R:3:mulliken_charge:R:1 method="wB97M-V/def2-TZVPD" relative_energy_kcal_mol=31.5 homo_ha=-0.489 gap_ev=8.31 energy_ev=-91272.32396 charge=+2
Ir -0.410 1.080 0.144 1.996
O -4.510 1.264 -0.011 -0.625
C -3.330 1.131 -0.204 0.054
N -2.303 1.322 0.688 0.680
C -2.433 2.159 1.789 -0.407
O -3.288 2.985 1.982 -0.577
C -1.278 1.960 2.734 0.626
C -1.289 2.484 4.008 -0.648
C -0.235 2.181 4.855 -0.891
C 0.782 1.365 4.386 -1.455
C 0.740 0.910 3.082 0.207
N -0.275 1.197 2.260 0.166
C -2.777 0.726 -1.543 0.514
C -3.617 0.269 -2.540 -0.717
C -3.070 -0.118 -3.748 -0.768
C -1.700 0.013 -3.929 -1.028
C -0.927 0.498 -2.895 -0.261
N -1.445 0.839 -1.705 0.371
H -2.127 3.098 4.308 0.676
H -0.213 2.564 5.866 0.486
H 1.613 1.084 5.019 0.555
H 1.544 0.315 2.681 0.587
H -4.677 0.226 -2.332 0.638
H -3.697 -0.504 -4.541 0.484
H -1.230 -0.253 -4.866 0.548
H 0.131 0.656 -3.019 0.632
C 4.339 3.684 1.152 -1.192
N 3.683 2.685 0.296 0.329
C 4.359 2.166 -0.748 -0.531
C 3.810 1.232 -1.544 -1.455
C 2.495 0.793 -1.224 0.911
N 1.779 1.328 -0.219 0.267
C 2.367 2.312 0.570 -0.336
O 1.769 2.869 1.472 -0.669
N 1.959 -0.208 -1.915 0.673
H 5.210 3.240 1.631 0.396
H 3.631 4.009 1.903 0.310
H 4.641 4.536 0.544 0.428
H 5.366 2.534 -0.893 0.528
H 4.353 0.809 -2.374 0.595
H 2.493 -0.664 -2.635 0.387
H 1.097 -0.638 -1.558 -1.863
N -0.511 3.026 -0.348 -0.400
S -0.339 4.355 0.631 0.439
C -1.685 5.413 0.171 0.501
C -2.424 5.979 1.197 -0.006
C -3.476 6.826 0.872 -0.854
C -3.773 7.082 -0.456 -0.471
C -3.015 6.513 -1.477 -0.951
C -1.958 5.677 -1.168 -0.110
C 1.010 5.281 -0.103 0.634
C 1.319 6.503 0.480 -0.891
C 2.368 7.245 -0.037 -0.678
C 3.094 6.765 -1.123 -0.667
C 2.769 5.544 -1.694 -0.601
C 1.719 4.788 -1.183 0.125
H -1.337 3.176 -0.918 0.408
H -2.196 5.751 2.230 0.442
H -4.063 7.279 1.659 0.446
H -4.600 7.733 -0.705 0.429
H -3.241 6.737 -2.510 0.440
H -1.345 5.256 -1.957 0.412
H 0.741 6.880 1.316 0.506
H 2.613 8.203 0.400 0.460
H 3.903 7.355 -1.531 0.429
H 3.321 5.183 -2.553 0.489
H 1.441 3.837 -1.619 0.207
O -0.254 -1.197 -0.532 -0.500
P -0.080 -2.696 -0.160 -2.064
C 1.606 -2.823 0.549 1.917
C 2.411 -4.125 0.672 -1.523
C 1.987 -4.982 1.859 -0.374
C 2.110 -4.184 3.158 -1.258
C 1.294 -2.893 3.102 -1.068
C 1.653 -2.052 1.877 -0.330
C -0.303 -3.672 -1.683 1.393
C -0.058 -5.197 -1.513 -0.288
C 0.490 -5.808 -2.801 -1.256
C 1.837 -5.192 -3.202 -0.974
C 1.869 -3.662 -2.982 -0.522
C 0.449 -3.108 -2.905 -0.637
C -1.483 -3.063 0.941 0.405
C -2.799 -2.653 0.216 -0.190
C -3.596 -3.840 -0.326 -0.615
C -3.973 -4.839 0.784 -0.879
C -3.041 -4.735 1.994 -1.205
C -1.600 -4.472 1.560 -0.361
H 2.107 -2.197 -0.201 0.064
H 3.452 -3.820 0.825 0.592
H 2.399 -4.692 -0.257 0.258
H 2.611 -5.875 1.908 0.492
H 0.957 -5.323 1.723 0.050
H 3.164 -3.936 3.319 0.430
H 1.792 -4.789 4.008 0.474
H 1.467 -2.303 4.005 0.564
H 0.230 -3.131 3.091 0.259
H 2.678 -1.681 1.997 1.209
H 0.995 -1.186 1.803 -1.053
H -1.369 -3.512 -1.868 0.330
H -0.993 -5.688 -1.244 0.374
H 0.639 -5.402 -0.701 0.067
H -0.239 -5.667 -3.602 0.373
H 0.599 -6.885 -2.671 0.504
H 2.027 -5.416 -4.252 0.364
H 2.643 -5.663 -2.636 0.358
H 2.422 -3.185 -3.794 0.612
H 2.398 -3.426 -2.054 0.045
H -0.098 -3.402 -3.803 0.704
H 0.422 -2.018 -2.890 -0.026
H -1.321 -2.336 1.747 0.771
H -2.588 -1.934 -0.578 -0.422
H -3.426 -2.123 0.937 0.814
H -3.036 -4.355 -1.110 0.043
H -4.498 -3.457 -0.804 0.678
H -3.929 -5.855 0.386 0.348
H -5.003 -4.679 1.101 0.306
H -3.081 -5.659 2.571 0.499
H -3.366 -3.933 2.663 0.325
H -1.296 -5.246 0.852 0.067
H -0.945 -4.560 2.424 0.495

=====

Record 2
118
Properties=species:S:1:pos:R:3:mulliken_charge:R:1 method="wB97M-V/def2-TZVPD" relative_energy_kcal_mol=2.9 homo_ha=-0.052 gap_ev=4.92 energy_ev=-85268.51029 charge=-2
Rb -0.022 -0.678 -0.618 0.522
C 2.454 0.360 3.267 -1.366
C 1.750 1.556 2.634 1.852
C 2.214 2.856 3.288 -1.453
C 0.240 1.417 2.753 -1.584
O 2.011 1.539 1.242 1.399
Si 3.289 2.048 0.314 -0.599
S 3.357 1.001 -1.413 -0.721
O 4.594 1.946 1.356 -0.073
C 5.880 2.514 1.242 1.794
C 5.895 3.814 2.046 -1.555
C 6.852 1.506 1.847 -1.815
C 6.253 2.793 -0.212 -1.426
O 3.160 3.715 0.193 -0.281
C 2.314 4.474 -0.646 2.068
C 2.904 4.508 -2.052 -1.746
C 2.280 5.878 -0.048 -1.957
C 0.907 3.883 -0.679 -1.176
H 2.264 0.332 4.343 0.460
H 3.530 0.421 3.093 0.109
H 2.078 -0.565 2.826 0.089
H 1.987 2.836 4.358 0.534
H 1.700 3.706 2.839 0.208
H 3.285 2.996 3.154 0.068
H -0.081 1.424 3.798 0.424
H -0.081 0.489 2.291 0.136
H -0.261 2.228 2.225 0.265
H 5.675 3.608 3.095 0.307
H 5.128 4.484 1.657 0.091
H 6.869 4.305 1.981 0.482
H 6.569 1.290 2.877 0.338
H 7.874 1.890 1.832 0.399
H 6.817 0.577 1.278 0.320
H 5.610 3.566 -0.630 0.127
H 6.123 1.896 -0.819 0.290
H 7.292 3.127 -0.267 0.548
H 3.885 4.987 -2.033 0.362
H 2.252 5.072 -2.721 0.497
H 3.026 3.492 -2.431 0.174
H 3.298 6.258 0.050 0.368
H 1.825 5.854 0.942 0.355
H 1.710 6.560 -0.682 0.387
H 0.934 2.863 -1.064 -0.083
H 0.254 4.481 -1.320 0.754
H 0.484 3.850 0.324 0.095
O -6.473 -4.236 0.150 -0.480
C -5.604 -5.266 0.259 0.700
O -6.009 -6.380 0.488 -0.635
C -4.159 -4.923 0.100 0.305
C -3.727 -3.791 -0.584 -1.189
C -2.383 -3.471 -0.617 0.276
C -1.457 -4.283 0.025 -0.007
C -1.881 -5.436 0.685 -0.523
C -3.226 -5.757 0.711 -1.458
N -0.135 -3.797 0.040 0.481
C 0.874 -4.538 0.227 -0.459
C 2.238 -3.953 0.311 0.538
C 3.330 -4.790 0.486 -0.934
C 4.595 -4.220 0.550 -0.337
C 4.708 -2.848 0.433 -1.095
C 3.552 -2.085 0.262 -0.713
N 2.343 -2.625 0.207 0.517
H -5.998 -3.393 0.172 0.330
H -4.423 -3.130 -1.090 0.758
H -2.031 -2.586 -1.128 0.631
H -1.172 -6.050 1.225 0.348
H -3.580 -6.630 1.242 0.401
H 0.811 -5.632 0.314 0.288
H 3.188 -5.861 0.557 0.361
H 5.473 -4.842 0.681 0.414
H 5.671 -2.358 0.463 0.453
H 3.610 -1.008 0.128 0.601
C -0.199 1.887 -3.530 -0.731
N -1.252 1.015 -3.060 1.032
C -2.343 1.770 -2.484 -0.774
C -1.721 0.112 -4.105 -0.966
C -0.690 -0.921 -4.513 -0.224
C -0.195 -0.888 -5.814 -0.473
C 0.777 -1.796 -6.220 -0.460
C 1.245 -2.718 -5.296 -0.638
C 0.728 -2.725 -4.000 -0.374
C -0.268 -1.849 -3.536 0.243
H -0.556 2.565 -4.329 0.254
H 0.629 1.295 -3.919 0.201
H 0.182 2.494 -2.708 0.002
H -2.824 2.442 -3.221 0.330
H -1.982 2.378 -1.653 0.184
H -3.099 1.094 -2.083 -0.008
H -2.059 0.701 -4.984 0.275
H -2.594 -0.410 -3.701 0.344
H -0.558 -0.143 -6.519 0.241
H 1.172 -1.768 -7.230 0.327
H 2.020 -3.422 -5.587 0.327
H 1.138 -3.471 -3.318 0.246
N -2.498 -0.157 0.995 -0.218
C -3.678 -0.286 1.353 -1.410
C -4.777 0.620 0.811 -0.227
C -5.408 0.311 -0.392 0.184
C -6.340 1.166 -0.960 -0.685
C -6.669 2.357 -0.325 -0.376
C -6.051 2.679 0.876 -0.639
C -5.118 1.817 1.436 -0.054
C -4.185 -1.383 2.285 0.306
C -3.380 -2.501 2.495 -0.207
C -3.783 -3.529 3.330 -0.628
C -5.004 -3.455 3.994 -0.523
C -5.812 -2.344 3.802 -0.866
C -5.409 -1.324 2.947 -0.002
H -5.129 -0.604 -0.904 0.523
H -6.801 0.911 -1.906 0.374
H -7.392 3.031 -0.768 0.354
H -6.290 3.612 1.374 0.365
H -4.621 2.083 2.362 0.402
H -2.419 -2.519 1.992 0.886
H -3.146 -4.395 3.461 0.419
H -5.323 -4.257 4.648 0.373
H -6.765 -2.273 4.315 0.365
H -6.062 -0.474 2.782 0.365

=====

Record 3
126
Properties=species:S:1:pos:R:3:mulliken_spin:R:1 method="wB97M-V/def2-TZVPD" relative_energy_kcal_mol=28.0 homo_ha="-0.172 / -0.206" gap_ev="6.68 / 6.28" energy_ev=-177018.68536 s_squared=8.810 charge=-1 multiplicity=6
Ru -1.049 -0.873 -0.039 2.797
C 5.348 -2.840 0.360 0.000
C 5.460 -1.587 1.189 0.000
C 6.603 -1.295 1.921 -0.001
C 6.696 -0.153 2.708 0.001
C 5.628 0.728 2.754 0.000
C 4.483 0.474 2.013 0.002
C 4.386 -0.684 1.239 -0.001
N 3.270 -0.955 0.445 0.011
C 1.945 -0.702 0.698 0.029
N 1.647 -0.470 2.000 0.013
C 0.426 -0.677 2.683 -0.121
C -0.799 -0.790 2.031 0.137
C -1.885 -1.146 2.839 -0.013
C -1.785 -1.321 4.207 -0.020
C -0.559 -1.141 4.826 0.038
C 0.562 -0.828 4.073 -0.023
C 1.907 -0.704 4.746 -0.001
N 1.081 -0.696 -0.271 -0.034
C 1.635 -0.810 -1.608 -0.017
C 1.316 -1.940 -2.357 0.000
C 1.775 -2.093 -3.650 0.006
C 2.597 -1.122 -4.203 -0.001
C 2.940 -0.014 -3.453 0.011
C 2.474 0.170 -2.153 -0.002
C 2.901 1.419 -1.420 -0.007
H 6.161 -3.526 0.592 0.000
H 5.400 -2.612 -0.711 0.000
H 4.396 -3.348 0.539 0.000
H 7.437 -1.988 1.882 0.000
H 7.597 0.047 3.276 0.000
H 5.682 1.627 3.358 0.000
H 3.669 1.189 2.006 -0.001
H 3.392 -1.588 -0.331 0.000
H 2.446 -0.611 2.594 -0.004
H -2.847 -1.325 2.382 0.020
H -2.657 -1.620 4.781 0.001
H -0.456 -1.274 5.897 0.002
H 1.800 -0.836 5.821 0.000
H 2.364 0.277 4.579 -0.001
H 2.609 -1.470 4.397 0.000
H 0.695 -2.702 -1.910 0.003
H 1.472 -2.956 -4.230 0.001
H 2.957 -1.223 -5.221 0.000
H 3.576 0.754 -3.884 -0.002
H 2.735 2.288 -2.060 -0.002
H 3.965 1.370 -1.168 0.000
H 2.335 1.574 -0.505 0.007
C 0.586 6.636 -4.104 0.000
C 0.081 5.516 -3.198 0.001
C -1.442 5.406 -3.212 0.001
C -1.938 4.203 -2.421 0.002
N -1.633 4.330 -1.002 0.014
C -1.066 3.420 -0.205 0.025
S -0.305 1.999 -0.728 0.071
N -1.089 3.720 1.119 0.008
C -0.220 3.113 2.120 0.026
C 1.130 3.814 2.249 0.003
C 1.028 5.300 2.573 0.000
C 2.396 5.934 2.814 0.000
H 1.674 6.718 -4.066 0.000
H 0.162 7.600 -3.809 0.000
H 0.297 6.446 -5.141 0.000
H 0.424 5.690 -2.174 -0.002
H 0.494 4.557 -3.526 0.000
H -1.786 5.264 -4.240 0.001
H -1.894 6.330 -2.826 0.001
H -1.437 3.324 -2.803 0.002
H -3.007 4.047 -2.556 0.000
H -2.063 5.118 -0.543 0.000
H -1.510 4.599 1.374 0.001
H -0.065 2.077 1.834 -0.024
H -0.753 3.126 3.073 -0.003
H 1.680 3.678 1.311 0.002
H 1.697 3.314 3.044 0.000
H 0.402 5.437 3.462 0.000
H 0.542 5.822 1.743 0.000
H 2.905 5.454 3.654 0.000
H 2.303 6.998 3.042 0.000
H 3.030 5.832 1.930 0.000
F -1.700 -0.433 -4.546 0.023
Te -1.890 0.619 -2.972 0.306
F -3.064 1.387 -1.344 0.129
F -0.181 1.307 -3.775 0.114
F -3.600 -0.295 -3.024 0.039
F -2.914 1.748 -4.292 0.106
O -1.166 -0.818 -2.047 0.386
C -5.610 0.681 -0.619 0.022
Si -4.317 -0.007 0.551 -0.035
C -3.442 1.375 1.469 0.041
C -5.286 -1.028 1.842 0.013
N -3.094 -1.182 -0.082 0.447
C -3.542 -2.240 -0.819 0.001
C -2.663 -3.255 -1.291 0.071
C -3.119 -4.305 -2.053 -0.108
C -4.471 -4.416 -2.363 0.190
C -5.368 -3.463 -1.878 -0.074
C -4.923 -2.408 -1.122 0.155
H -5.661 1.765 -0.494 -0.003
H -6.600 0.260 -0.409 0.004
H -5.342 0.490 -1.661 -0.005
H -3.771 2.337 1.070 0.007
H -2.368 1.310 1.310 -0.022
H -3.623 1.342 2.548 0.001
H -5.212 -0.562 2.830 0.000
H -4.924 -2.057 1.929 -0.002
H -6.348 -1.078 1.578 0.001
H -1.622 -3.231 -1.013 0.155
H -2.415 -5.047 -2.406 -0.001
H -4.829 -5.244 -2.961 0.011
H -6.424 -3.552 -2.098 -0.001
H -5.638 -1.671 -0.780 0.020
Br -2.045 -5.151 1.760 0.000
C -0.864 -5.924 0.485 0.000
C -1.227 -7.186 0.030 0.001
C -0.427 -7.857 -0.881 0.000
C 0.753 -7.276 -1.322 0.000
C 1.113 -6.023 -0.853 -0.001
C 0.318 -5.316 0.047 0.004
C 0.776 -3.887 0.367 0.002
O 1.995 -3.659 0.322 0.007
O -0.154 -3.060 0.590 0.038
H -2.146 -7.632 0.388 0.000
H -0.727 -8.835 -1.238 0.000
H 1.382 -7.796 -2.035 0.000
H 2.027 -5.545 -1.184 0.000

=====

Record 4
136
Properties=species:S:1:pos:R:3:mulliken_charge:R:1 method="wB97M-V/def2-TZVPD" homo_ha=-0.398 gap_ev=7.43 energy_ev=-113087.91201 charge=+1
C 5.545 -0.700 -1.852 -0.433
C 6.499 0.410 -1.342 -0.982
C 5.722 1.645 -0.834 0.579
C 5.722 2.848 -1.809 -1.016
C 4.523 2.908 -2.771 -0.993
C 3.115 2.891 -2.127 0.058
C 3.048 3.426 -0.689 -0.915
N 1.781 4.117 -0.359 0.631
C 1.587 5.442 -0.971 -1.177
C 2.539 6.480 -0.304 -0.364
C 1.900 7.881 -0.163 -1.422
C 0.946 3.591 0.443 -1.403
N -0.256 4.229 0.894 -0.107
C -0.235 3.941 2.343 0.372
O 0.537 5.054 2.874 -0.511
C 0.134 6.213 2.425 0.654
N -0.387 7.202 2.143 -0.580
C -1.698 3.996 2.799 -0.190
F -2.414 2.963 2.219 -0.316
C -1.983 4.111 4.294 -0.608
C -1.679 5.496 4.898 -1.224
C 0.710 2.608 2.530 0.666
N 1.980 3.096 3.057 -0.436
C 2.426 2.733 4.218 0.831
C 3.706 1.941 4.361 -1.596
C 1.795 3.158 5.540 -1.015
P 0.061 1.044 3.286 1.614
N 1.162 -0.064 3.165 -0.959
O -1.260 0.516 2.528 -0.414
O -0.297 1.222 4.855 -0.455
N 1.025 2.361 1.099 0.485
N 0.611 1.184 0.479 0.729
C -0.648 1.263 -0.282 -1.551
C 1.661 0.467 -0.152 0.784
C 1.367 -0.283 -1.455 -1.786
O 2.761 0.395 0.331 -0.681
H 4.563 -0.643 -1.372 -0.107
H 5.390 -0.591 -2.929 0.317
H 5.934 -1.689 -1.610 0.220
H 7.025 -0.025 -0.486 0.358
H 7.260 0.667 -2.081 0.392
H 4.688 1.336 -0.665 -0.657
H 6.097 1.985 0.136 0.391
H 6.615 2.752 -2.435 0.628
H 5.776 3.799 -1.272 0.376
H 4.553 2.099 -3.507 0.427
H 4.615 3.832 -3.353 0.328
H 2.424 3.488 -2.732 0.724
H 2.734 1.869 -2.125 -0.504
H 3.202 2.649 0.061 0.421
H 3.837 4.162 -0.509 0.681
H 0.570 5.798 -0.836 0.619
H 1.865 5.405 -2.023 0.462
H 2.831 6.147 0.698 0.319
H 3.460 6.569 -0.885 0.604
H 1.990 8.254 0.857 0.314
H 0.839 7.904 -0.414 0.392
H 2.408 8.619 -0.788 0.346
H -1.076 3.896 0.399 0.354
H -2.123 4.905 2.352 0.688
H -3.060 3.945 4.400 0.489
H -1.483 3.352 4.901 0.041
H -1.984 6.325 4.259 0.330
H -2.091 5.571 5.903 0.434
H -0.595 5.585 5.030 0.235
H 3.670 1.271 5.217 0.399
H 4.498 2.681 4.578 0.462
H 3.992 1.465 3.427 0.264
H 1.987 2.367 6.267 0.420
H 2.287 4.075 5.873 0.362
H 0.724 3.301 5.400 0.123
H 1.980 0.316 2.694 0.019
H -1.428 -0.383 2.863 0.355
H -0.605 0.368 5.190 0.419
H -1.015 0.257 -0.489 0.584
H -0.567 1.779 -1.247 0.344
H -1.405 1.703 0.369 0.192
H 2.225 -0.912 -1.685 0.355
H 1.227 0.401 -2.296 0.439
H 0.506 -0.946 -1.347 0.354
C -3.620 -3.210 -0.477 -0.818
C -3.019 -2.587 0.537 0.363
C -3.711 -2.373 1.854 1.130
O -3.107 -1.805 2.753 -0.568
C -5.076 -2.842 1.999 -1.042
C -5.685 -3.467 0.980 0.286
C -4.982 -3.700 -0.329 1.077
O -5.584 -4.282 -1.208 -0.618
O -6.931 -3.915 1.065 -0.572
O -1.766 -2.114 0.436 -0.557
H -3.134 -3.367 -1.429 0.417
H -5.567 -2.668 2.946 0.476
H -7.144 -4.336 0.208 0.291
H -1.555 -1.716 1.296 0.084
C -5.572 1.657 -4.070 -0.902
C -4.752 0.676 -3.676 0.254
C -4.916 -0.007 -2.350 1.091
O -4.141 -0.903 -2.062 -0.431
C -5.985 0.437 -1.472 -1.093
C -6.808 1.420 -1.863 0.304
C -6.660 2.088 -3.202 0.901
O -7.450 2.961 -3.499 -0.600
O -7.800 1.867 -1.103 -0.574
O -3.739 0.240 -4.427 -0.623
H -5.465 2.154 -5.024 0.446
H -6.084 -0.052 -0.512 0.578
H -8.240 2.571 -1.618 0.359
H -3.314 -0.472 -3.914 0.349
C -8.183 -10.018 -1.353 -0.963
C -8.654 -8.966 -0.671 0.393
C -8.091 -7.589 -0.860 1.066
O -8.575 -6.669 -0.221 -0.651
C -6.991 -7.415 -1.792 -1.084
C -6.515 -8.465 -2.472 0.327
C -7.094 -9.840 -2.304 0.914
O -6.626 -10.746 -2.967 -0.611
O -5.507 -8.365 -3.336 -0.568
O -9.646 -9.070 0.213 -0.562
H -8.581 -11.014 -1.227 0.422
H -6.591 -6.417 -1.902 0.615
H -5.367 -9.265 -3.687 0.362
H -9.794 -8.170 0.559 0.350
C 7.353 -5.276 -3.423 -1.055
C 8.278 -6.161 -3.030 0.400
C 8.239 -6.793 -1.668 0.963
O 9.100 -7.602 -1.383 -0.603
C 7.172 -6.400 -0.757 -0.911
C 6.251 -5.513 -1.151 0.371
C 6.277 -4.902 -2.521 1.049
O 5.395 -4.114 -2.817 -0.617
O 5.254 -5.113 -0.361 -0.575
O 9.285 -6.539 -3.811 -0.562
H 7.370 -4.817 -4.401 0.431
H 7.162 -6.848 0.227 0.429
H 4.736 -4.478 -0.889 0.320
H 9.803 -7.183 -3.291 0.362